(1)
# C4H9N5

One molecule with the formula C4H9N5 in a non-equilibrium geometry (ωB97M-V with the def2-TZVPD basis set, the Open Molecules 2025 dataset).

Cartesian coordinates (Å):
1 C -0.469 2.058 0.044
2 N 0.305 1.252 -0.854
3 N 1.538 0.561 -0.523
4 C 0.304 -0.620 1.654
5 C 0.350 -0.220 -0.728
6 C -0.194 -0.912 0.475
7 N 0.101 -0.924 -1.925
8 N -1.176 -1.908 0.245
9 N 0.866 -0.662 2.737
10 H 2.158 0.585 -1.333
11 H 0.427 -1.881 -1.896
12 H 0.451 -0.441 -2.742
13 H -1.869 -1.595 -0.422
14 H -1.612 -2.256 1.089
15 H 0.820 0.118 3.387
16 H -0.122 3.087 -0.055
17 H -1.519 2.000 -0.246
18 H -0.360 1.757 1.091

SMILES: CN1N[C@@]1(N)C(N)=C=N
HOMO energy (eV): -7.64
E (eV): -11740.9909
Lowest unoccupied orbital energy (hartree): 0.0345
Frontier orbital gap (hartree): 0.315

Mulliken atomic charge list, values in e, 6 entries: -0.675, -0.239, -0.544, 0.148, 0.722, 0.059



(2)
# C4H9N5S

A 2-piece molecular cluster, C4H9N5S overall in a non-equilibrium geometry (ωB97M-V with the def2-TZVPD basis set, the Open Molecules 2025 dataset).

Cartesian coordinates (Å):
1 C 2.307 1.223 1.337
2 C 2.003 1.264 2.670
3 C 0.302 0.178 1.386
4 C 1.035 0.267 -0.768
5 N -0.650 -0.392 0.578
6 N 1.340 0.607 0.641
7 N 1.137 1.376 -1.617
8 N -0.280 -0.360 -0.608
9 N -3.398 -2.137 -1.140
10 S 0.498 0.527 3.037
11 H 3.186 1.620 0.858
12 H 2.606 1.711 3.443
13 H 1.717 -0.534 -1.097
14 H 1.451 1.192 -2.558
15 H 0.348 2.009 -1.603
16 H -2.549 -1.738 -0.709
17 H -4.235 -1.705 -0.721
18 H -3.422 -3.153 -0.977
19 H -3.396 -1.954 -2.152

Net charge: +2
HOMO energy (eV): -17.29
E (eV): -22562.2724
Lowest unoccupied orbital energy (hartree): -0.3192
Frontier orbital gap (hartree): 0.316

Mulliken atomic charge list, values in e, 6 entries: -0.253, -0.266, 0.412, -0.189, -0.223, 0.182



(3)
# C4H9N6

C4H9N6 as an isolated structure in a non-equilibrium geometry (ωB97M-V with the def2-TZVPD basis set, the Open Molecules 2025 dataset).

Cartesian coordinates (Å):
1 C 0.493 -1.660 2.358
2 C 0.287 -0.312 0.681
3 C 0.787 0.416 1.817
4 C -0.099 0.104 -1.163
5 N 0.949 -0.529 2.870
6 N 0.749 -0.531 -1.925
7 N 0.182 -1.652 1.076
8 N 0.951 1.766 2.166
9 N -1.212 0.644 -1.568
10 N -1.485 0.629 -2.957
11 H 0.277 -2.456 3.059
12 H 1.651 -0.840 -1.616
13 H -0.209 -2.274 0.473
14 H 1.078 2.596 1.664
15 H 1.185 1.904 3.133
16 H -1.934 1.059 -0.898
17 H 0.461 -0.564 -2.881
18 H -2.327 0.103 -3.044
19 H -1.784 1.597 -3.243

Net charge: +1
HOMO energy (eV): -11.53
E (eV): -13225.4489
Lowest unoccupied orbital energy (hartree): -0.1195
Frontier orbital gap (hartree): 0.304

Mulliken atomic charge list, values in e, 6 entries: -0.143, -0.499, 0.705, 0.489, -0.556, -0.304



(4)
# C4H9NO

A 2-piece molecular cluster, C4H9NO overall in a non-equilibrium geometry (ωB97M-V with the def2-TZVPD basis set, the Open Molecules 2025 dataset).

Cartesian coordinates (Å):
1 C -2.677 1.702 0.157
2 C -0.549 2.511 -0.167
3 N -1.769 2.819 -0.100
4 H -2.359 0.755 -0.262
5 H -2.786 1.611 1.243
6 H -3.673 2.005 -0.181
7 H 0.292 3.192 -0.039
8 H -0.153 1.507 -0.372
9 O 1.819 -2.730 1.718
10 C 1.378 -2.401 0.576
11 C 2.364 -2.199 -0.547
12 H 0.287 -2.353 0.468
13 H 1.851 -1.904 -1.464
14 H 3.046 -1.384 -0.315
15 H 2.930 -3.130 -0.715

2S+1: 2
Net charge: -1
HOMO energy (spin up / spin down) (eV): 0.74 / -3.51
E (eV): -7828.7758
Lowest unoccupied orbital energy (spin up / spin down) (hartree): 0.1424 / 0.1357
Frontier orbital gap (spin up / spin down) (hartree): 0.115 / 0.265

Mulliken atomic charge list, values in e, 6 entries: -0.846, -0.287, -0.373, 0.372, 0.262, 0.262



(5)
# C4H9NO

A 2-piece molecular cluster, C4H9NO overall (ωB97M-V with the def2-TZVPD basis set, the Open Molecules 2025 dataset).

Cartesian coordinates (Å):
1 C -1.646 0.649 -1.097
2 C -0.600 0.834 -0.034
3 O -0.170 -1.320 2.219
4 C 0.621 0.341 -0.154
5 C 1.609 -0.439 -0.873
6 N 1.912 0.318 0.376
7 H -2.611 0.330 -0.691
8 H -1.804 1.598 -1.623
9 H -1.319 -0.093 -1.832
10 H -0.827 1.477 0.817
11 H -0.340 -0.607 2.846
12 H -0.356 -0.907 1.364
13 H 2.047 -0.020 -1.775
14 H 1.581 -1.528 -0.828
15 H 2.000 -0.286 1.192

SMILES: C/C=C1\CN1.O
HOMO energy (eV): -9.03
E (eV): -7829.5065
Lowest unoccupied orbital energy (hartree): 0.0353
Frontier orbital gap (hartree): 0.367

Mulliken atomic charge list, values in e, 6 entries: -1.151, -0.169, -0.676, 0.018, -0.257, -0.604



(6)
# C4H9NO

One molecule with the formula C4H9NO in a non-equilibrium geometry (ωB97M-V with the def2-TZVPD basis set, the Open Molecules 2025 dataset).

Cartesian coordinates (Å):
1 C -0.060 1.404 1.206
2 C -0.645 0.204 0.620
3 C 1.293 -0.300 -0.834
4 C -0.829 -1.332 -1.052
5 H -0.191 2.406 0.627
6 H -0.527 1.562 2.205
7 H 1.012 1.265 1.334
8 H -1.693 0.296 0.389
9 H -0.529 -0.600 1.308
10 H 1.799 -0.396 0.126
11 H 1.477 -1.233 -1.312
12 H 1.541 0.488 -1.429
13 H -0.556 -1.957 -1.896
14 N -0.128 -0.322 -0.644
15 O -1.963 -1.484 -0.649

SMILES: CCN(C)C=O
HOMO energy (eV): -9.36
E (eV): -7830.5870
Lowest unoccupied orbital energy (hartree): 0.0326
Frontier orbital gap (hartree): 0.377

Mulliken atomic charge list, values in e, 6 entries: -1.048, -0.488, -1.017, 0.051, 0.256, 0.339



Relative energy (zero: lowest compared OMol25 entry of this formula, charge and spin)
In order: 84.0, 0.0, 15.8, 27.0, 64.9, 40.0
Unit: kcal per mole